16
Properties=species:S:1:pos:R:3 method="wB97M-V/def2-TZVPD" total_charge=0 e_lumo_ev=0.50 e_above_lowest_kj_mol=657.0 homo_lumo_gap_ev=8.8 energy_ha=-383.65986
C 0.978 -1.360 0.546
C 0.827 0.160 0.490
C 0.167 0.691 -0.712
C -1.653 -0.667 -0.845
C -1.652 -0.151 0.432
C -0.506 0.806 0.547
H -0.092 -2.011 0.868
H 1.595 -1.672 -0.228
H 1.843 -1.262 1.545
H 1.523 0.933 1.915
H 0.743 1.474 -1.172
H -2.454 -1.257 -1.163
H -2.427 -0.523 1.084
H -0.938 1.923 0.720
O 2.026 0.676 0.805
O -0.621 0.014 -1.595

=====

49
Properties=species:S:1:pos:R:3 method="wB97M-V/def2-TZVPD" total_charge=+2 e_lumo_ev=-7.14 homo_lumo_gap_ev=6.8 energy_ha=-1807.67633
Y 0.464 1.765 -0.500
C 1.432 1.709 4.154
Sb 1.180 0.635 2.347
C 2.957 -0.499 2.166
C -0.310 -0.821 2.907
C 0.099 -2.222 2.559
C 1.006 -2.874 3.394
C 1.446 -4.157 3.123
C 0.974 -4.820 1.999
C 0.056 -4.195 1.174
C -0.398 -2.900 1.434
C -1.436 -2.321 0.518
Sb -0.633 -1.115 -1.069
C 0.954 -2.326 -1.762
C -2.109 -1.335 -2.574
H 0.473 2.114 4.470
H 2.144 2.521 4.029
H 1.800 1.019 4.911
H 3.214 -0.935 3.129
H 3.762 0.152 1.828
H 2.806 -1.299 1.444
H -1.250 -0.536 2.438
H -0.444 -0.704 3.983
H 1.361 -2.372 4.287
H 2.142 -4.644 3.792
H 1.299 -5.828 1.782
H -0.342 -4.733 0.322
H -2.211 -1.760 1.039
H -1.942 -3.132 -0.010
H 0.567 -3.311 -2.018
H 1.700 -2.429 -0.975
H 1.410 -1.869 -2.637
H -2.337 -2.395 -2.680
H -1.739 -0.962 -3.527
H -3.015 -0.800 -2.298
Cl 2.493 1.286 -1.640
C -1.439 5.843 -2.049
Sb -0.894 3.845 -2.477
C -2.731 3.006 -3.140
C 0.175 4.030 -4.295
H -1.988 6.240 -2.901
H -0.545 6.441 -1.887
H -2.067 5.885 -1.163
H -3.164 3.664 -3.893
H -3.433 2.908 -2.315
H -2.558 2.030 -3.590
H -0.494 4.440 -5.050
H 0.544 3.061 -4.622
H 1.018 4.704 -4.157

=====

58
Properties=species:S:1:pos:R:3 method="wB97M-V/def2-TZVPD" total_charge=0 smiles="CC(=O)Nc1ccc(S(=O)(=O)N2CCN([C@H](C)CCc3ccccc3)CC2)cc1" e_lumo_ev=0.49 e_above_lowest_kj_mol=231.9 homo_lumo_gap_ev=8.7 energy_ha=-1643.91373
C -8.164 -1.546 0.613
C -6.724 -1.491 0.150
O -6.118 -2.451 -0.258
N -6.198 -0.228 0.254
C -4.922 0.222 -0.076
C -3.952 -0.608 -0.637
C -2.706 -0.092 -0.945
C -2.426 1.238 -0.695
S -0.814 1.911 -1.063
O -0.078 0.945 -1.835
O -0.962 3.226 -1.617
N -0.228 2.112 0.503
C 0.846 3.078 0.616
C 2.161 2.499 0.096
N 2.490 1.298 0.847
C 3.816 0.745 0.582
C 4.894 1.653 1.175
C 4.104 0.427 -0.903
C 4.652 -0.993 -1.107
C 3.617 -2.021 -0.745
C 2.491 -2.186 -1.544
C 1.498 -3.081 -1.189
C 1.618 -3.829 -0.030
C 2.741 -3.683 0.765
C 3.732 -2.784 0.409
C 1.440 0.302 0.702
C 0.105 0.874 1.175
C -3.378 2.072 -0.140
C -4.625 1.567 0.166
H -8.238 -1.237 1.654
H -8.530 -2.563 0.516
H -8.779 -0.885 0.005
H -6.812 0.486 0.623
H -4.182 -1.643 -0.827
H -1.941 -0.709 -1.390
H 0.555 3.951 0.032
H 0.941 3.350 1.671
H 2.958 3.230 0.233
H 2.035 2.305 -0.981
H 3.838 -0.194 1.146
H 5.851 1.136 1.167
H 5.002 2.572 0.605
H 4.641 1.906 2.200
H 3.184 0.520 -1.481
H 4.818 1.149 -1.304
H 4.932 -1.111 -2.157
H 5.548 -1.131 -0.499
H 2.387 -1.606 -2.449
H 0.628 -3.194 -1.819
H 0.842 -4.526 0.250
H 2.846 -4.268 1.667
H 4.608 -2.678 1.035
H 1.697 -0.567 1.314
H 1.321 -0.033 -0.339
H -0.699 0.160 0.986
H 0.149 1.089 2.248
H -3.127 3.106 0.031
H -5.379 2.212 0.596

=====

46
Properties=species:S:1:pos:R:3 method="wB97M-V/def2-TZVPD" total_charge=-1 e_lumo_ev="2.00 / 1.97" s_squared=3.7618 e_above_lowest_kj_mol=39.3 homo_lumo_gap_ev="5.9 / 5.9" spin_multiplicity=4 energy_ha=-7280.60555
Co 1.371 -0.136 0.360
O 1.655 2.505 3.155
C 0.468 3.225 2.910
C -0.594 2.439 2.132
C -1.892 3.245 2.382
O -3.022 2.816 1.630
C -0.346 2.516 0.610
Se 1.465 2.260 -0.133
C -0.865 1.024 2.670
Se 0.463 -0.445 2.598
H 2.390 2.988 2.773
H 0.672 4.136 2.335
H 0.044 3.535 3.877
H -1.691 4.306 2.176
H -2.185 3.156 3.430
H -2.754 2.795 0.705
H -0.624 3.522 0.279
H -1.012 1.811 0.101
H -1.762 0.663 2.164
H -1.124 1.117 3.728
F 5.918 -3.998 -1.377
C 4.916 -3.149 -0.998
C 3.671 -3.291 -1.565
C 2.664 -2.411 -1.166
C 2.855 -1.395 -0.222
C 4.153 -1.319 0.312
C 5.184 -2.175 -0.059
H 3.499 -4.070 -2.299
H 1.687 -2.539 -1.627
H 4.376 -0.558 1.054
H 6.177 -2.099 0.365
N -4.716 -2.249 -2.740
C -3.609 -1.753 -3.364
O -3.554 -1.604 -4.568
C -2.449 -1.410 -2.466
C -1.493 -0.524 -2.941
C -0.439 -0.176 -2.113
N -0.306 -0.675 -0.884
C -1.209 -1.541 -0.428
C -2.299 -1.933 -1.189
H -5.534 -2.365 -3.314
H -4.846 -2.122 -1.753
H -1.585 -0.112 -3.936
H 0.319 0.539 -2.411
H -1.045 -1.892 0.586
H -2.992 -2.656 -0.778

=====

74
Properties=species:S:1:pos:R:3 method="wB97M-V/def2-TZVPD" total_charge=0 smiles="C[C@@H](Br)[C@H](Br)C1=C([C@@H](Br)[C@@H](C)Br)C(=O)C(CB(O)O)=C(S)C1=O.FC(F)C(F)(F)COC(F)(F)C(F)F.FC(F)C(F)(F)COC(F)(F)C(F)F" e_lumo_ev=-1.90 homo_lumo_gap_ev=8.1 energy_ha=-13658.58038
C 2.920 -1.863 3.747
C 3.880 -0.695 3.161
Br 5.557 -1.679 2.597
C 3.281 -0.082 1.821
Br 4.547 1.143 0.834
C 1.792 0.434 1.855
C 1.241 1.358 2.763
C 2.017 2.023 3.965
Br 2.083 0.882 5.629
C 3.383 2.773 3.640
C 3.198 3.863 2.450
Br 3.775 3.900 5.278
C -0.309 1.745 2.579
O -0.762 2.855 2.972
C -1.362 0.791 1.850
C -2.909 0.917 2.167
B -3.344 0.314 3.606
O -2.575 -0.614 4.405
O -4.622 0.732 4.141
C -0.799 -0.115 0.897
S -1.870 -1.293 -0.069
C 0.799 -0.106 0.708
O 1.225 -0.556 -0.377
H 1.852 -1.518 3.914
H 3.015 -2.733 3.004
H 3.393 -2.257 4.721
H 4.236 0.039 3.942
H 3.264 -0.987 1.101
H 1.326 2.879 4.323
H 4.302 2.127 3.524
H 4.145 3.947 1.807
H 3.037 4.899 2.922
H 2.294 3.656 1.794
H -3.183 2.038 2.192
H -3.523 0.485 1.294
H -3.121 -1.437 4.428
H -4.600 0.649 5.122
H -2.204 -0.646 -1.266
F 1.207 4.726 -3.942
C 2.403 5.130 -4.405
F 2.320 5.071 -5.759
C 3.585 4.288 -3.906
F 3.571 3.053 -4.467
F 4.722 4.887 -4.369
C 3.745 4.130 -2.380
O 3.162 2.979 -1.738
C 1.776 3.025 -1.465
F 1.371 4.310 -1.503
F 1.630 2.634 -0.178
C 0.944 2.091 -2.361
F 1.241 2.227 -3.670
F -0.380 2.362 -2.233
H 2.538 6.179 -4.127
H 4.817 4.000 -2.210
H 3.495 5.052 -1.847
H 1.111 1.046 -2.093
F -5.938 -5.984 -2.089
C -5.687 -6.822 -3.111
F -5.797 -8.076 -2.604
C -4.309 -6.625 -3.757
F -3.321 -7.040 -2.925
F -4.253 -7.462 -4.835
C -3.961 -5.211 -4.264
O -3.241 -4.320 -3.389
C -3.968 -3.634 -2.391
F -5.273 -3.652 -2.721
F -3.588 -2.337 -2.469
C -3.686 -4.145 -0.967
F -3.772 -5.487 -0.872
F -4.584 -3.636 -0.087
H -6.478 -6.695 -3.856
H -3.270 -5.361 -5.097
H -4.825 -4.714 -4.713
H -2.685 -3.856 -0.641

=====

45
Properties=species:S:1:pos:R:3 method="wB97M-V/def2-TZVPD" total_charge=0 e_lumo_ev=0.26 homo_lumo_gap_ev=8.2 energy_ha=-1646.25921
C 1.615 0.623 -1.513
C 2.684 0.355 -0.486
C 3.483 1.490 -0.019
C 4.360 1.163 0.937
C 4.546 -0.261 1.293
C 3.678 -1.215 1.056
C 2.636 -1.038 0.233
N 1.928 -1.986 -0.470
C 0.539 -2.121 -0.353
N -0.072 -1.184 0.268
H 0.327 -0.110 0.591
C -1.661 -1.009 0.236
C -2.133 -0.644 -1.028
C -3.665 -0.313 -0.747
N -4.167 0.229 0.290
C -3.625 -0.347 1.726
C -1.981 -0.506 1.628
H -1.681 -0.883 2.560
H -1.519 0.783 1.484
H -3.931 0.285 2.593
H -3.955 -1.354 1.601
C -4.565 1.761 0.547
C -3.350 2.697 -0.103
H -2.481 2.514 0.572
H -3.662 3.790 -0.310
H -3.074 2.400 -1.220
C -5.736 1.718 -0.388
H -6.051 3.086 -0.273
H -5.682 1.703 -1.339
H -6.480 1.181 0.038
H -4.619 2.062 1.384
H -4.143 0.077 -1.778
H -4.034 -1.391 -0.752
H -1.913 -1.183 -1.813
H -1.775 0.473 -1.036
H -1.852 -1.944 0.434
S -0.062 -3.553 -0.951
H 2.434 -2.861 -0.223
H 3.867 -2.082 1.402
H 5.181 -0.132 2.269
H 4.979 1.949 1.471
Cl 2.955 3.074 -0.371
H 1.977 1.116 -2.367
H 1.118 -0.446 -1.973
H 0.632 1.312 -1.340

=====

54
Properties=species:S:1:pos:R:3 method="wB97M-V/def2-TZVPD" total_charge=0 smiles=CC(C)CCc1noc(CN(CC2CCC2)C[C@H]2CCCO2)n1 e_lumo_ev=0.88 e_above_lowest_kj_mol=254.3 homo_lumo_gap_ev=9.5 energy_ha=-1019.16074
C 4.652 0.397 -1.019
C 3.676 -0.414 -0.168
C 3.968 -0.213 1.317
C 3.756 -1.891 -0.572
C 2.829 -2.812 0.232
C 1.423 -2.346 0.183
N 0.661 -2.408 -0.871
O -0.533 -1.871 -0.482
C -0.397 -1.513 0.799
C -1.526 -0.891 1.557
N -2.120 0.288 0.973
C -2.744 0.113 -0.328
C -3.877 -0.910 -0.286
C -4.974 -0.581 0.742
C -5.931 -0.212 -0.403
C -4.904 -0.732 -1.420
C -1.374 1.509 1.159
C 0.023 1.621 0.525
C 0.073 1.698 -1.012
C 1.243 2.655 -1.291
C 1.667 3.124 0.112
O 0.588 2.841 0.972
N 0.789 -1.787 1.256
H 4.445 0.261 -2.078
H 5.674 0.078 -0.826
H 4.577 1.457 -0.787
H 2.661 -0.055 -0.372
H 3.184 -0.649 1.929
H 4.023 0.849 1.550
H 4.920 -0.669 1.583
H 4.782 -2.242 -0.446
H 3.495 -1.979 -1.629
H 2.879 -3.816 -0.193
H 3.136 -2.851 1.276
H -1.145 -0.639 2.549
H -2.311 -1.647 1.671
H -3.166 1.083 -0.600
H -2.033 -0.184 -1.114
H -3.468 -1.919 -0.220
H -4.717 0.227 1.423
H -5.303 -1.441 1.321
H -6.886 -0.732 -0.399
H -6.117 0.857 -0.483
H -5.195 -1.671 -1.887
H -4.615 -0.031 -2.200
H -1.981 2.339 0.787
H -1.238 1.658 2.235
H 0.657 0.790 0.877
H 0.226 0.718 -1.462
H -0.860 2.112 -1.392
H 0.919 3.498 -1.900
H 2.066 2.159 -1.802
H 2.560 2.575 0.444
H 1.865 4.195 0.173

=====

35
Properties=species:S:1:pos:R:3 method="wB97M-V/def2-TZVPD" total_charge=0 e_lumo_ev=0.62 e_above_lowest_kj_mol=733.9 homo_lumo_gap_ev=9.0 energy_ha=-957.18787
C -3.463 -2.582 0.113
N -2.937 -1.223 -0.061
C -1.656 -0.684 -0.296
N -1.654 0.493 -0.326
C -2.953 0.827 -0.247
C -3.503 2.223 0.021
C -4.886 2.368 0.355
C -5.689 1.436 0.219
C -5.276 0.136 0.185
C -3.830 -0.131 0.052
H -5.966 -0.518 0.419
H -6.821 1.704 0.409
H -5.172 3.316 0.132
H -2.750 3.230 -0.110
C -0.675 -1.711 -0.595
N 0.480 -0.954 -0.394
C 1.754 -1.590 -0.013
O 1.779 -2.645 0.366
C 2.993 -0.391 -0.111
C 2.815 0.883 -0.331
C 3.936 1.614 -0.484
C 5.045 1.156 0.220
C 5.232 -0.145 0.526
C 4.031 -0.979 0.583
H 4.105 -1.894 0.473
H 6.258 -0.640 0.812
F 6.281 1.644 0.114
H 4.002 2.815 -0.733
H 1.853 1.249 -0.698
H 0.431 0.027 -0.586
H -0.574 -2.315 0.298
H -0.829 -2.289 -1.528
H -4.556 -2.573 0.225
H -3.027 -3.218 0.829
H -3.324 -3.179 -0.896

=====

9
Properties=species:S:1:pos:R:3 method="wB97M-V/def2-TZVPD" total_charge=0 e_lumo_ev=-0.34 e_above_lowest_kj_mol=234.0 homo_lumo_gap_ev=9.4 energy_ha=-1311.63463
N 0.348 -0.300 2.294
N -0.728 -0.689 -1.505
P 0.794 0.688 1.253
S 0.122 2.245 0.345
Cl 2.266 -0.159 0.382
H -1.484 -0.052 -2.004
H -0.342 0.159 2.909
H -1.041 -1.544 -1.876
H 0.065 -0.350 -1.798

=====

15
Properties=species:S:1:pos:R:3 method="wB97M-V/def2-TZVPD" total_charge=0 e_lumo_ev="-1.66 / -1.01" e_above_lowest_kj_mol=340.8 homo_lumo_gap_ev="5.7 / 8.2" energy_ha=-1010.95302
C 0.825 -1.513 1.436
C -1.913 -0.583 -0.144
C 0.723 -1.563 0.136
C 1.326 -0.425 -0.722
C 0.726 0.961 -0.608
C -0.414 1.300 0.320
N 0.857 -1.455 2.605
N -1.468 0.447 0.309
O 0.535 0.093 -1.718
I -3.694 -1.415 -0.525
I -1.227 3.272 -0.439
H 0.067 -2.291 -0.393
H 2.387 -0.413 -0.957
H 1.339 1.930 -0.694
H -0.070 1.656 1.395

=====

10
Properties=species:S:1:pos:R:3 method="wB97M-V/def2-TZVPD" total_charge=0 smiles="O=CNC(=O)C=O" e_lumo_ev=-0.52 e_above_lowest_kj_mol=156.1 homo_lumo_gap_ev=9.8 energy_ha=-396.56498
O 2.226 0.675 0.725
C 1.565 0.518 -0.256
N 0.130 0.511 -0.235
C -0.497 -0.612 0.256
O 0.098 -1.534 0.760
C -2.024 -0.624 0.065
O -2.675 -1.591 0.343
H 2.002 0.327 -1.251
H -0.365 1.190 -0.800
H -2.494 0.293 -0.352

=====

11
Properties=species:S:1:pos:R:3 method="wB97M-V/def2-TZVPD" total_charge=0 smiles="O=S(#[PH2])OCO" e_lumo_ev=0.50 e_above_lowest_kj_mol=499.6 homo_lumo_gap_ev=9.3 energy_ha=-1006.26364
O -2.642 -0.557 -0.396
S -1.459 -0.492 0.461
P -0.704 1.599 0.001
O -0.272 -1.270 -0.335
C 1.111 -0.945 -0.121
O 1.449 0.406 -0.316
H -1.795 2.099 0.499
H -0.308 1.522 1.335
H 1.594 -1.755 -0.803
H 1.366 -1.057 0.921
H 1.660 0.448 -1.246